A structure of composition C20H30Cl2N3O3STi, computed with ωB97M-V with the def2-TZVPD basis set.

The calculation puts the LUMO energy (alpha / beta) at 2.29 / 2.25 eV. The total energy comes out at -90837.8514 eV. Its gap between HOMO and LUMO (alpha / beta) is 3.57 / 6.79 eV.

Geometry as ORCA input:
```
! wB97M-V def2-TZVPD RIJCOSX def2/J DEFGRID3
* xyz -1 3
O 0.109 -1.693 0.161
C 1.425 -2.149 0.104
C 1.415 -3.478 0.899
C 0.667 -3.666 2.066
H 0.149 -2.804 2.483
C 0.601 -4.924 2.698
H 0.050 -5.021 3.642
C 1.241 -6.046 2.147
H 1.187 -7.036 2.615
C 1.856 -5.910 0.896
H 2.307 -6.796 0.435
C 1.887 -4.651 0.280
H 2.306 -4.573 -0.721
H 1.589 -2.459 -0.952
C 3.152 -0.740 1.398
C 2.239 -0.882 0.254
H 3.589 0.259 1.356
H 3.972 -1.474 1.344
H 2.632 -0.853 2.359
C 1.981 0.045 -0.764
C 2.623 1.354 -1.120
H 1.609 -0.420 -1.703
H 3.714 1.303 -1.348
H 2.456 2.178 -0.409
H 2.145 1.689 -2.065
Ti -0.044 0.089 0.488
Cl 0.064 -0.130 2.773
Cl 0.408 -1.809 -3.203
C 0.386 2.984 1.694
O 0.142 2.097 0.812
N -0.164 4.189 1.630
C -1.130 4.587 0.591
C 0.087 5.167 2.681
H 1.071 2.743 2.533
H -1.302 3.771 -0.111
H -0.759 5.464 0.048
H -2.083 4.874 1.051
H 0.666 4.672 3.469
H -0.863 5.538 3.089
H 0.658 6.019 2.288
H -1.307 3.001 -3.777
H -2.862 1.165 -4.848
C -0.667 2.195 -3.403
C -2.081 0.456 -4.521
N -1.441 0.949 -3.298
H -0.292 2.440 -2.406
C -1.264 0.186 -2.243
O -0.774 0.668 -1.165
H -2.536 -0.522 -4.309
H -1.577 -0.865 -2.330
H 0.178 2.034 -4.091
H -1.334 0.351 -5.326
S -4.438 -1.736 0.430
C -4.577 -0.046 0.820
C -3.336 0.532 0.944
N -2.273 -0.336 0.723
C -2.714 -1.567 0.467
H -5.525 0.453 0.936
H -3.141 1.567 1.201
H -2.078 -2.434 0.314
*
```

Atomic partial charges in e from the natural (NBO) method, atoms 1 to 8:
1. O -0.821
2. C 0.030
3. C -0.016
4. C -0.198
5. H 0.250
6. C -0.233
7. H 0.199
8. C -0.242

---

An isolated molecule of C7H5N2OP, computed with ωB97M-V with the def2-TZVPD basis set.

The calculation puts the LUMO energy (alpha / beta) at -0.87 / -0.87 eV. The total energy comes out at -21653.3241 eV. Its gap between HOMO and LUMO (alpha / beta) is 7.16 / 7.16 eV. The calculation puts the relative energy (zero: lowest compared OMol25 entry of this formula, charge and spin) at 40.7 kcal per mole.

Geometry as ORCA input:
```
! wB97M-V def2-TZVPD RIJCOSX def2/J DEFGRID3
* xyz 0 1
C 0.769 -0.050 2.016
C -0.439 0.696 2.048
C 1.222 -0.556 0.861
C -1.155 0.787 0.929
C 1.122 -0.826 -1.651
C 0.556 -0.448 -0.468
C -0.738 0.186 -0.319
N -2.617 -0.183 -1.806
N -1.713 0.116 -1.199
O -0.558 0.755 -3.083
P 0.707 -0.033 -3.192
H 1.277 -0.379 2.996
H -0.655 1.221 2.903
H 2.049 -1.325 0.874
H -1.968 1.472 0.728
H 2.141 -1.433 -1.637
*
```

Atomic partial charges in e from the natural (NBO) method, atoms 1 to 8:
1. C -0.174
2. C -0.250
3. C -0.217
4. C -0.151
5. C -0.793
6. C 0.040
7. C -0.078
8. N 0.161

---

A cluster of 12 separate species, C27H61N19O7 in total, computed with ωB97M-V with the def2-TZVPD basis set.

The calculation puts the LUMO energy at 0.09 eV. The total energy comes out at -71633.1702 eV. Its gap between HOMO and LUMO is 8.50 eV. Its SMILES is c1cc[nH]c1.NC(N)=O.NC(N)=O.NC(N)=O.NC(N)=O.NC(N)=O.NC(N)=O.NC(N)=O.CCCC#N.CCCC#N.CCCC#N.CCCC#N.

Geometry as ORCA input:
```
! wB97M-V def2-TZVPD RIJCOSX def2/J DEFGRID3
* xyz 0 1
C 0.443 -6.503 0.566
O 0.221 -6.051 1.673
N 1.564 -6.416 -0.102
N -0.408 -7.186 -0.211
H 1.525 -6.675 -1.077
H 2.392 -6.073 0.364
H -0.021 -7.693 -0.993
H -1.338 -7.387 0.128
C 0.471 0.505 -0.179
O 1.113 1.204 -0.931
N -0.114 -0.617 -0.476
N -0.076 0.963 0.927
H -0.024 -0.895 -1.443
H -0.689 -1.087 0.209
H -0.031 1.914 1.266
H -0.590 0.333 1.526
C 3.619 4.182 8.594
O 4.054 4.141 9.747
N 3.494 5.318 7.924
N 3.203 3.199 7.971
H 3.106 5.361 6.992
H 3.718 6.130 8.482
H 2.856 3.445 7.055
H 3.323 2.258 8.319
C -7.340 -4.571 -3.134
O -7.996 -5.496 -3.542
N -6.743 -4.602 -2.002
N -7.381 -3.400 -3.727
H -6.310 -3.831 -1.514
H -6.875 -5.482 -1.525
H -7.888 -3.403 -4.600
H -6.954 -2.618 -3.250
C -0.045 -8.243 -6.287
O 0.537 -8.752 -5.366
N -0.905 -7.235 -6.144
N 0.018 -8.677 -7.509
H -1.474 -7.040 -6.956
H -0.957 -6.821 -5.224
H 0.422 -9.597 -7.616
H -0.498 -8.287 -8.285
C 2.263 7.199 2.247
O 1.716 6.399 3.028
N 2.768 8.357 2.570
N 2.387 6.977 0.969
H 2.919 8.515 3.556
H 3.382 8.762 1.878
H 2.938 7.644 0.449
H 2.098 6.097 0.565
C -5.066 -2.709 4.961
O -4.156 -1.957 4.611
N -6.236 -2.217 5.258
N -5.050 -3.980 4.907
H -6.963 -2.737 5.730
H -6.465 -1.233 5.253
H -5.834 -4.538 5.212
H -4.201 -4.439 4.609
C 8.300 0.813 2.366
C 6.790 1.132 2.612
C 6.171 -0.038 3.428
C 6.344 -1.320 2.790
N 6.490 -2.360 2.333
H 8.770 0.545 3.312
H 8.925 1.610 1.963
H 8.531 -0.067 1.766
H 6.245 1.209 1.672
H 6.662 2.067 3.157
H 5.095 -0.030 3.604
H 6.652 0.020 4.404
C 5.694 -2.693 -4.639
C 6.557 -3.780 -5.321
C 5.935 -4.549 -6.523
C 5.138 -3.760 -7.444
N 4.555 -3.082 -8.157
H 6.289 -2.115 -3.932
H 4.863 -3.218 -4.168
H 5.260 -1.982 -5.342
H 7.006 -4.388 -4.536
H 7.348 -3.171 -5.760
H 5.237 -5.237 -6.046
H 6.675 -5.209 -6.975
C -3.463 6.444 9.408
C -2.742 5.675 8.305
C -2.815 4.112 8.491
C -2.212 3.573 9.672
N -1.713 3.125 10.644
H -3.147 7.487 9.407
H -3.251 5.979 10.371
H -4.535 6.458 9.210
H -1.660 5.802 8.306
H -3.086 5.965 7.312
H -2.205 3.775 7.653
H -3.820 3.748 8.277
C -0.436 4.392 -6.910
C -0.708 3.416 -8.096
C 0.271 2.267 -8.174
C -0.061 1.144 -7.158
N -0.324 0.351 -6.418
H 0.541 4.866 -7.002
H -0.346 3.913 -5.935
H -1.066 5.277 -6.826
H -0.647 4.049 -8.982
H -1.673 2.927 -7.966
H 1.293 2.641 -8.106
H 0.193 1.624 -9.050
N -7.511 1.923 -1.954
C -6.276 1.519 -1.633
C -5.442 1.767 -2.723
C -6.250 2.279 -3.777
C -7.530 2.369 -3.259
H -8.240 2.046 -1.266
H -5.933 1.222 -0.653
H -4.372 1.625 -2.700
H -5.888 2.611 -4.739
H -8.400 2.783 -3.747
*
```

Atomic partial charges in e from the Mulliken method, atoms 1 to 8:
1. C 0.660
2. O -0.644
3. N -0.372
4. N -0.394
5. H 0.166
6. H 0.209
7. H 0.171
8. H 0.204

---

The ion C4H11N3O with charge +1, computed with ωB97M-V with the def2-TZVPD basis set.

The calculation puts the LUMO energy (alpha / beta) at -3.92 / -8.93 eV. The total energy comes out at -10833.0921 eV. Its gap between HOMO and LUMO (alpha / beta) is 9.43 / 4.36 eV. The calculation puts the relative energy (zero: lowest compared OMol25 entry of this formula, charge and spin) at 94.7 kcal per mole.

Geometry as ORCA input:
```
! wB97M-V def2-TZVPD RIJCOSX def2/J DEFGRID3
* xyz 1 2
O 0.022 -2.812 0.282
C -0.216 -1.518 0.244
N -1.322 -0.842 0.853
C -1.848 0.461 0.473
N -2.404 0.263 -0.849
C 0.806 -0.723 -0.386
N 1.700 0.114 0.721
C 2.539 1.072 -0.018
H -1.989 -1.516 1.132
H -2.634 0.860 1.171
H -0.928 1.144 0.397
H -3.028 -0.532 -0.931
H -1.995 0.642 -1.667
H 1.449 -1.272 -1.044
H 0.234 -0.026 -1.094
H 1.082 0.667 1.284
H 1.994 1.983 -0.314
H 3.209 0.588 -0.924
H 3.329 1.447 0.670
*
```

Atomic partial charges in e from the natural (NBO) method, atoms 1 to 8:
1. O -0.409
2. C 0.608
3. N -0.427
4. C -0.117
5. N -0.491
6. C -0.345
7. N -0.554
8. C -0.451

---

A cluster of 9 separate species, C30H81N3O18 in total, computed with ωB97M-V with the def2-TZVPD basis set.

The calculation puts the LUMO energy at 0.43 eV. The total energy comes out at -73741.2168 eV. Its gap between HOMO and LUMO is 9.19 eV. Its SMILES is COCCNCCOC.COCCNCCOC.COCCNCCOC.OCCO.OCCO.OCCO.OCCO.OCCO.OCCO. The calculation puts the relative energy (zero: lowest compared OMol25 entry of this formula, charge and spin) at 6.8 kcal per mole.

Geometry as ORCA input:
```
! wB97M-V def2-TZVPD RIJCOSX def2/J DEFGRID3
* xyz 0 1
C -1.499 5.091 -1.026
C -2.538 3.999 -0.730
O -2.225 2.829 -1.478
O -1.654 5.922 -2.144
H -0.501 4.664 -0.897
H -1.646 5.757 -0.167
H -3.527 4.409 -0.946
H -2.419 3.844 0.341
H -2.349 3.044 -2.407
H -1.286 5.440 -2.893
C 0.209 0.128 0.635
C -0.592 -0.554 -0.459
O -0.303 0.016 -1.760
O -0.271 1.433 0.834
H 1.271 0.262 0.422
H 0.128 -0.450 1.562
H -1.659 -0.425 -0.257
H -0.498 -1.639 -0.536
H -0.558 0.947 -1.702
H -1.173 1.384 1.176
C 2.823 -2.435 1.286
C 1.957 -3.580 1.720
O 0.748 -3.140 2.300
O 3.320 -1.800 2.447
H 2.246 -1.774 0.636
H 3.574 -2.856 0.610
H 2.469 -4.192 2.472
H 1.778 -4.309 0.929
H 1.009 -2.760 3.145
H 3.544 -0.874 2.211
C -1.705 -5.067 0.010
C -0.817 -6.145 -0.589
O 0.579 -5.913 -0.565
O -1.535 -4.787 1.378
H -2.730 -5.399 -0.179
H -1.672 -4.127 -0.552
H -1.240 -6.281 -1.588
H -1.044 -7.112 -0.129
H 0.872 -6.155 0.318
H -0.788 -4.191 1.518
C -3.729 -0.346 3.967
C -2.549 -0.123 2.992
O -2.664 1.223 2.503
O -4.997 -0.175 3.380
H -3.701 0.366 4.800
H -3.620 -1.260 4.563
H -2.785 -0.718 2.106
H -1.637 -0.440 3.495
H -3.597 1.432 2.635
H -5.119 -1.011 2.887
C -2.353 -1.579 -3.867
C -3.292 -1.779 -2.682
O -3.492 -3.144 -2.309
O -1.036 -1.995 -3.603
H -2.374 -0.527 -4.171
H -2.735 -2.111 -4.741
H -4.258 -1.267 -2.730
H -2.874 -1.329 -1.781
H -4.036 -3.597 -2.959
H -0.523 -1.352 -3.091
C 10.430 4.372 -0.937
O 9.205 5.040 -1.232
C 8.505 4.618 -2.390
C 7.114 5.261 -2.389
N 6.062 4.456 -1.744
C 4.777 5.029 -2.086
C 3.598 4.215 -1.511
O 3.411 3.046 -2.268
C 2.581 2.073 -1.679
H 10.876 4.743 -0.018
H 11.142 4.515 -1.754
H 10.189 3.309 -0.857
H 8.384 3.530 -2.447
H 9.111 4.893 -3.257
H 6.808 5.553 -3.398
H 7.122 6.169 -1.783
H 6.069 3.477 -2.007
H 4.556 5.248 -3.137
H 4.698 6.001 -1.589
H 2.687 4.822 -1.484
H 3.872 4.032 -0.466
H 2.435 1.371 -2.498
H 1.663 2.542 -1.311
H 3.025 1.557 -0.822
C 2.401 -1.959 -2.588
O 3.439 -1.611 -1.712
C 4.763 -1.939 -2.200
C 5.780 -1.611 -1.114
N 5.526 -0.253 -0.608
C 6.035 -0.024 0.731
C 5.269 1.167 1.293
O 4.050 0.624 1.755
C 3.236 1.602 2.413
H 2.591 -1.396 -3.507
H 1.499 -1.620 -2.081
H 2.287 -3.026 -2.800
H 4.969 -1.351 -3.095
H 4.811 -3.026 -2.292
H 6.796 -1.704 -1.499
H 5.610 -2.314 -0.291
H 4.516 -0.178 -0.646
H 7.112 0.158 0.666
H 5.974 -0.861 1.436
H 5.024 1.938 0.557
H 5.867 1.671 2.059
H 3.009 2.465 1.785
H 3.768 2.013 3.276
H 2.370 1.030 2.740
C -4.478 -3.069 0.812
O -5.021 -2.407 1.913
C -5.982 -3.158 2.659
C -7.429 -3.101 2.154
N -7.798 -1.704 1.956
C -9.173 -1.460 1.559
C -9.624 -0.047 1.953
O -8.829 0.938 1.312
C -9.415 2.221 1.444
H -5.251 -3.415 0.120
H -3.977 -3.968 1.185
H -3.784 -2.434 0.266
H -5.904 -2.846 3.703
H -5.656 -4.201 2.728
H -8.081 -3.526 2.924
H -7.542 -3.596 1.188
H -7.730 -1.268 2.871
H -9.861 -2.114 2.117
H -9.369 -1.726 0.519
H -9.543 0.027 3.043
H -10.677 0.081 1.686
H -9.633 2.563 2.459
H -10.409 2.157 0.983
H -8.780 2.911 0.895
*
```

Atomic partial charges in e from the Mulliken method, atoms 1 to 8:
1. C -0.305
2. C -0.362
3. O -0.334
4. O -0.525
5. H 0.025
6. H 0.378
7. H 0.272
8. H 0.285

---

A cluster of 2 separate species, C5H13NS in total, computed with ωB97M-V with the def2-TZVPD basis set.

The calculation puts the LUMO energy at 0.81 eV. The total energy comes out at -17720.2514 eV. Its gap between HOMO and LUMO is 8.92 eV. Its SMILES is C=C(C)N.CCS. The calculation puts the relative energy (zero: lowest compared OMol25 entry of this formula, charge and spin) at 23.0 kcal per mole.

Geometry as ORCA input:
```
! wB97M-V def2-TZVPD RIJCOSX def2/J DEFGRID3
* xyz 0 1
C 1.366 2.799 -0.160
C -0.136 2.614 -0.163
S -0.669 1.169 0.808
H 1.847 1.978 -0.701
H 1.790 2.779 0.843
H 1.716 3.699 -0.664
H -0.565 2.559 -1.162
H -0.598 3.469 0.328
C -0.686 -2.477 0.892
C 0.100 -2.057 -0.315
C 1.344 -2.415 -0.568
N -0.592 -1.144 -1.169
H -0.297 -1.976 1.775
H -1.761 -2.376 0.793
H -0.462 -3.530 1.072
H 1.888 -2.054 -1.429
H 1.958 -2.911 0.168
H -1.538 -1.468 -1.343
H -0.108 -0.991 -2.042
H -0.602 0.170 -0.251
*
```

Atomic partial charges in e from the natural (NBO) method, atoms 1 to 8:
1. C -0.617
2. C -0.511
3. S -0.206
4. H 0.199
5. H 0.214
6. H 0.203
7. H 0.204
8. H 0.210